Record 1
The molecule ClH5N3OP in a non-equilibrium geometry, computed with ωB97M-V with the def2-TZVPD basis set.

Calculated values
largest force on an atom	2.96	eV Å⁻¹
structure (SMILES)	NN[P@@](N)(=O)Cl
highest occupied orbital energy	-10.172	eV
LUMO	0.64	eV
energy relative to the best compared isomer or geometry (same formula, charge and spin)	13.1	kcal/mol

Structure (ORCA input):
```
! wB97M-V def2-TZVPD RIJCOSX def2/J DEFGRID3
* xyz 0 1
N 1.000 1.386 1.136
N 0.278 0.656 0.137
P -1.108 -0.213 0.500
N -0.894 -1.790 -0.117
O -1.538 -0.221 1.895
Cl -2.640 0.623 -0.641
H 1.210 2.320 0.797
H 1.886 0.903 1.226
H 0.768 0.730 -0.832
H -1.258 -2.058 -1.072
H -1.483 -2.327 0.572
*
```

Record 2
A cluster of 2 separate species, ClH5OSi2 in total in a non-equilibrium geometry, computed with ωB97M-V with the def2-TZVPD basis set.

Calculated values
largest force on an atom	4.43	eV Å⁻¹
highest occupied orbital energy (spin up / spin down)	-6.433 / -11.230	eV
LUMO (spin up / spin down)	0.77 / -3.25	eV
energy relative to the best compared isomer or geometry (same formula, charge and spin)	0.0	kcal/mol

Structure (ORCA input):
```
! wB97M-V def2-TZVPD RIJCOSX def2/J DEFGRID3
* xyz 0 3
O 1.317 -0.272 0.332
Si 0.427 -0.993 1.364
Si -0.495 1.161 -1.557
Cl 0.293 2.926 -1.855
H 0.216 -0.081 2.451
H -0.802 -1.371 0.551
H 0.826 -2.383 1.595
H -1.821 1.134 -0.707
H 0.039 -0.121 -2.174
*
```

Record 3
A cluster of 39 separate species, ClH76O42 in total in a non-equilibrium geometry, computed with ωB97M-V with the def2-TZVPD basis set.

Calculated values
largest force on an atom	4.38	eV Å⁻¹
highest occupied orbital energy	-7.510	eV
LUMO	1.40	eV

Structure (ORCA input):
```
! wB97M-V def2-TZVPD RIJCOSX def2/J DEFGRID3
* xyz -1 1
Cl -16.839 -27.506 -20.542
O -16.525 -28.778 -20.056
O -15.681 -26.641 -20.332
O -17.091 -27.586 -21.954
O -18.007 -26.922 -19.931
O -12.258 -31.920 -21.549
H -11.708 -31.549 -20.859
H -12.672 -31.161 -21.960
O -19.641 -31.547 -19.423
H -20.485 -31.932 -19.661
H -19.093 -31.672 -20.198
O -15.242 -23.428 -24.442
H -15.926 -22.825 -24.153
H -14.653 -23.501 -23.691
O -19.976 -29.016 -21.527
H -19.533 -29.535 -20.856
H -19.281 -28.767 -22.137
O -19.895 -28.089 -26.333
H -19.908 -28.374 -25.419
H -19.608 -28.860 -26.821
O -22.315 -29.236 -19.944
H -22.160 -28.519 -19.330
H -21.596 -29.172 -20.574
O -14.661 -29.557 -26.742
H -15.414 -29.369 -26.182
H -14.426 -28.710 -27.122
O -14.174 -31.518 -19.002
H -13.572 -32.261 -18.983
H -14.985 -31.874 -19.363
O -14.056 -29.423 -16.003
H -13.412 -29.074 -15.387
H -13.579 -30.089 -16.498
O -18.997 -30.102 -23.995
H -18.254 -30.377 -23.458
H -19.666 -30.769 -23.838
O -14.370 -24.537 -17.101
H -13.426 -24.629 -16.975
H -14.703 -25.435 -17.082
O -21.781 -26.256 -19.303
H -21.423 -25.988 -20.149
H -21.246 -25.793 -18.658
O -16.298 -26.033 -24.488
H -16.657 -26.100 -23.603
H -16.152 -25.096 -24.618
O -17.093 -31.079 -15.923
H -17.867 -30.631 -16.264
H -16.359 -30.677 -16.386
O -20.311 -24.924 -17.311
H -20.601 -25.507 -16.608
H -19.562 -24.457 -16.941
O -12.273 -27.145 -18.223
H -12.698 -27.923 -18.585
H -12.660 -26.414 -18.705
O -13.516 -23.641 -22.017
H -14.279 -23.127 -21.756
H -12.856 -22.989 -22.251
O -20.352 -27.517 -15.460
H -19.475 -27.270 -15.755
H -20.488 -28.394 -15.818
O -17.510 -31.366 -21.436
H -17.156 -32.179 -21.077
H -17.070 -30.674 -20.943
O -18.072 -24.203 -21.964
H -17.555 -23.604 -22.502
H -17.996 -23.855 -21.075
O -15.150 -27.234 -17.077
H -16.088 -27.351 -17.228
H -14.864 -28.063 -16.693
O -22.497 -25.946 -23.706
H -22.981 -25.928 -22.880
H -21.579 -26.015 -23.445
O -17.899 -27.705 -16.979
H -18.408 -28.513 -17.038
H -17.995 -27.297 -17.840
O -16.690 -28.675 -25.473
H -16.522 -27.740 -25.349
H -17.506 -28.837 -25.001
O -15.628 -33.600 -20.813
H -15.353 -34.486 -20.576
H -15.617 -33.593 -21.770
O -18.592 -21.230 -20.246
H -18.183 -22.061 -20.005
H -19.464 -21.472 -20.556
O -13.432 -29.206 -19.696
H -13.772 -30.076 -19.490
H -14.183 -28.733 -20.055
O -19.643 -29.747 -17.258
H -19.644 -30.320 -18.025
H -20.185 -30.205 -16.616
O -20.220 -26.020 -21.945
H -19.905 -26.903 -21.753
H -19.461 -25.457 -21.797
O -16.530 -26.310 -14.810
H -17.164 -26.019 -14.154
H -17.053 -26.787 -15.454
O -10.886 -30.172 -19.980
H -10.443 -29.960 -19.158
H -11.744 -29.754 -19.905
O -17.663 -23.622 -19.346
H -18.073 -23.304 -18.541
H -17.615 -24.571 -19.231
O -18.135 -23.161 -16.719
H -17.279 -22.870 -16.403
H -18.745 -22.493 -16.406
O -13.223 -29.522 -22.947
H -13.407 -28.590 -23.066
H -13.949 -29.968 -23.383
O -22.007 -23.120 -18.964
H -22.886 -23.264 -18.613
H -21.514 -23.897 -18.701
O -13.962 -26.940 -23.215
H -14.200 -26.694 -22.321
H -14.773 -26.843 -23.715
O -13.015 -24.981 -19.681
H -13.889 -24.945 -19.293
H -13.129 -24.628 -20.563
O -15.544 -21.773 -20.598
H -16.210 -22.289 -20.142
H -15.315 -21.078 -19.981
*
```

Record 4
A structure of composition ClH8MgO4 in a non-equilibrium geometry, computed with ωB97M-V with the def2-TZVPD basis set.

Calculated values
largest force on an atom	1.62	eV Å⁻¹
highest occupied orbital energy	-13.053	eV
LUMO	-9.04	eV
energy relative to the best compared isomer or geometry (same formula, charge and spin)	148.7	kcal/mol

Structure (ORCA input):
```
! wB97M-V def2-TZVPD RIJCOSX def2/J DEFGRID3
* xyz 1 1
Mg 0.060 -2.546 2.402
Cl 0.107 -0.551 1.388
O 2.341 -0.556 -1.343
H 1.666 -0.670 -0.662
H 3.175 -0.860 -0.968
O -0.004 0.562 -2.568
H 0.858 0.155 -2.388
H -0.423 0.720 -1.716
O -2.820 -1.014 -0.230
H -3.097 -1.866 0.121
H -2.025 -0.749 0.251
O -0.215 2.633 1.685
H -0.040 1.688 1.747
H 0.416 3.055 2.280
*
```

Record 5
A structure of composition ClH8O5V in a non-equilibrium geometry, computed with ωB97M-V with the def2-TZVPD basis set.

Calculated values
largest force on an atom	4.96	eV Å⁻¹
highest occupied orbital energy (spin up / spin down)	-13.258 / -13.356	eV
LUMO (spin up / spin down)	-4.54 / -4.20	eV
energy relative to the best compared isomer or geometry (same formula, charge and spin)	3.8	kcal/mol

Structure (ORCA input):
```
! wB97M-V def2-TZVPD RIJCOSX def2/J DEFGRID3
* xyz 1 2
O -0.586 0.863 1.938
V -0.220 -0.065 0.658
Cl -0.548 -2.358 1.600
O -2.164 -0.043 -0.219
H -2.357 -0.168 -1.157
H -3.007 -0.176 0.244
O 0.285 1.663 -0.568
H 0.398 1.637 -1.528
H 0.601 2.538 -0.292
O 1.939 0.051 1.270
H 2.756 0.258 0.796
H 2.213 -0.380 2.096
O 0.278 -1.109 -1.262
H 0.248 -0.656 -2.118
H 0.165 -2.055 -1.459
*
```

Record 6
A cluster of 2 separate species, ClHIOPS in total in a non-equilibrium geometry, computed with ωB97M-V with the def2-TZVPD basis set.

Calculated values
largest force on an atom	4.92	eV Å⁻¹
structure (SMILES)	O=P(=S)I.Cl
highest occupied orbital energy	-9.940	eV
LUMO	-1.28	eV
energy relative to the best compared isomer or geometry (same formula, charge and spin)	33.6	kcal/mol

Structure (ORCA input):
```
! wB97M-V def2-TZVPD RIJCOSX def2/J DEFGRID3
* xyz 0 1
O -0.741 -0.931 1.387
P -1.204 -0.563 0.071
S -1.566 -1.535 -1.512
I -1.976 1.755 -0.139
Cl 2.223 0.482 0.313
H 3.263 0.791 -0.119
*
```